w) {
  "formula": "C7H18O4",
  "method": "the ωB97M-V functional and the def2-TZVPD basis",
  "spin_multiplicity": 1,
  "homo_ev": -9.05,
  "homo_lumo_gap_ev": 9.440,
  "lumo_ev": 0.393,
  "species": ["C", "C", "C", "C", "C", "C", "C", "H", "H", "H", "H", "H", "H", "H", "H", "H", "H", "H", "H", "O", "H", "H", "O", "H", "H", "O", "H", "H", "O"],
  "coordinates": [[-0.2813, -0.9957, 0.5441], [-0.8264, -1.9619, 1.2496], [2.0940, -0.2981, 0.4924], [1.1268, -1.1055, 0.0484], [1.3790, -2.1850, -0.9639], [1.2570, 0.8753, 2.5123], [1.8075, 0.9258, 1.3008], [-0.6835, -0.0039, 0.3863], [-0.4060, -2.9000, 1.6089], [-1.8570, -1.9854, 1.6031], [3.1604, -0.4038, 0.3053], [2.4095, -2.2963, -1.2922], [1.0221, -3.1486, -0.6187], [0.7263, -1.9720, -1.8121], [0.9592, -0.0324, 2.9983], [0.9336, 1.7586, 3.0517], [1.9999, 1.9390, 0.9502], [-0.7720, 2.5073, -0.6261], [-1.8821, 2.4727, -1.6760], [-1.7313, 2.5308, -0.7266], [0.5432, -0.0680, -2.8425], [1.5781, 0.3977, -1.7521], [0.9287, 0.6942, -2.3969], [-1.4996, 0.6282, -2.8962], [-2.3015, -0.2808, -2.0302], [-1.9114, -0.2451, -2.9136], [-1.6173, 1.1931, 1.8139], [-3.0478, 1.1183, 1.8448], [-2.2958, 0.6793, 2.2775]],
  "lowdin_charge": [-0.152, 0.024, -0.094, -0.321, -0.048, 0.002, -0.170, 0.083, 0.072, 0.059, 0.113, 0.086, 0.077, 0.075, 0.064, 0.060, 0.098, 0.032, 0.030, -0.050, 0.021, 0.009, -0.055, 0.007, 0.040, -0.054, 0.007, 0.049, -0.065]
}


x) {
  "formula": "C7H18O4",
  "method": "the ωB97M-V functional and the def2-TZVPD basis",
  "spin_multiplicity": 1,
  "homo_ev": -9.54,
  "homo_lumo_gap_ev": 9.918,
  "lumo_ev": 0.378,
  "species": ["O", "C", "C", "C", "C", "C", "C", "C", "H", "H", "H", "H", "H", "H", "H", "H", "H", "H", "H", "H", "H", "H", "O", "H", "H", "O", "H", "H", "O"],
  "coordinates": [[1.4520, 0.9395, 3.1698], [0.6678, 0.3673, 2.4576], [-0.0289, 0.9933, 1.3127], [-0.0063, 0.2913, -0.0560], [1.2728, -0.4553, -0.2423], [1.5168, -1.7507, -0.2376], [2.3861, 0.4633, -0.6682], [2.1824, 1.2674, -1.9631], [0.4004, -0.6888, 2.7782], [-1.0826, 1.2373, 1.5946], [0.0521, 2.1160, 1.2620], [-0.2281, 1.0033, -0.8847], [-0.9070, -0.3430, -0.0641], [0.8219, -2.5621, -0.1182], [2.4898, -2.2146, -0.3861], [2.5970, 1.1882, 0.1122], [3.3868, -0.0873, -0.8151], [3.0048, 1.2848, -2.6904], [1.9717, 2.3736, -1.7137], [1.2278, 1.0853, -2.4553], [-3.9786, -1.1126, 0.2383], [-2.5925, -0.9940, 0.7116], [-3.4296, -0.4858, 0.6960], [-1.7099, -3.5612, -0.6478], [-0.8156, -2.5307, 0.0637], [-1.7259, -2.8015, -0.0654], [-3.0583, 0.9414, -0.1785], [-3.2876, 2.2857, -0.7993], [-2.5792, 1.7497, -0.4107]],
  "lowdin_charge": [0.051, -0.286, -0.165, -0.160, -0.328, 0.062, -0.220, -0.105, 0.138, 0.118, 0.141, 0.116, 0.078, 0.033, 0.073, 0.105, 0.132, 0.069, 0.096, 0.057, 0.053, 0.028, -0.045, 0.054, -0.012, -0.039, -0.020, 0.047, -0.072]
}


Which structure loses on stability? w) does.


w) {
  "formula": "C34H41F4N2OP2STb",
  "method": "the ωB97M-V functional and the def2-TZVPD basis",
  "spin_multiplicity": 7,
  "charge": 2,
  "homo_ev": [-13.10, -13.14],
  "homo_lumo_gap_ev": [6.341, 7.947],
  "lumo_ev": [-6.760, -5.198],
  "species": ["Tb", "C", "C", "N", "C", "C", "C", "C", "N", "C", "C", "F", "C", "F", "C", "C", "F", "C", "F", "H", "H", "H", "H", "H", "H", "H", "H", "H", "H", "H", "H", "H", "H", "H", "C", "P", "C", "C", "C", "C", "C", "C", "C", "P", "C", "C", "H", "H", "H", "H", "H", "H", "H", "H", "H", "H", "H", "H", "H", "H", "H", "H", "O", "S", "C", "C", "C", "C", "C", "C", "C", "C", "C", "C", "C", "C", "H", "H", "H", "H", "H", "H", "H", "H", "H", "H"],
  "coordinates": [[-0.5797, -17.2364, 5.7815], [2.7225, -19.4095, 3.5391], [1.6737, -18.6953, 4.4114], [0.9011, -17.6122, 3.7679], [0.2367, -18.0939, 2.5448], [-1.0214, -17.3235, 2.2427], [1.6765, -16.4087, 3.4919], [2.1683, -15.7560, 4.7662], [1.0533, -15.7361, 5.7298], [1.0596, -14.8310, 6.7643], [-0.1905, -14.4788, 7.3191], [-1.2707, -15.0555, 6.6756], [-0.4044, -13.6799, 8.4203], [-1.6061, -13.4602, 8.9146], [0.6876, -13.1996, 9.0837], [1.9524, -13.4496, 8.5530], [2.9761, -12.9655, 9.2098], [2.1453, -14.2569, 7.4461], [3.3733, -14.5641, 7.0230], [3.3331, -19.9968, 4.2130], [3.3981, -18.7185, 3.0415], [2.2875, -20.0838, 2.7980], [2.1769, -18.2595, 5.2824], [0.9565, -19.4321, 4.7958], [-0.0718, -19.1185, 2.6906], [0.9365, -18.0439, 1.6863], [-1.5358, -17.1431, 3.1818], [-1.6433, -17.9024, 1.5450], [-0.8120, -16.3727, 1.7670], [1.0385, -15.7168, 2.9708], [2.5510, -16.6300, 2.8536], [2.5385, -14.7736, 4.5003], [3.0407, -16.2950, 5.1475], [0.5384, -12.5792, 9.9781], [2.3750, -18.9906, 7.9489], [0.6977, -18.3214, 8.1326], [0.9992, -17.1458, 9.5032], [-0.2270, -19.6494, 8.8962], [0.3965, -20.7949, 9.3513], [-0.3788, -21.8588, 9.7900], [-1.7521, -21.7603, 9.7925], [-2.3976, -20.6028, 9.3770], [-1.6308, -19.5637, 8.8734], [-2.4086, -18.0128, 8.2923], [-4.0748, -18.4258, 7.7807], [-2.7100, -17.0579, 9.8182], [2.4222, -19.9237, 7.3941], [2.8771, -19.1043, 8.9271], [2.9466, -18.2212, 7.4091], [1.6908, -16.3671, 9.1766], [1.4531, -17.7201, 10.3093], [0.1021, -16.6645, 9.8721], [1.4666, -20.8904, 9.3655], [0.1386, -22.7704, 10.1023], [-2.3192, -22.5884, 10.2014], [-3.4786, -20.5410, 9.4247], [-4.1186, -19.0342, 6.8929], [-4.5898, -17.4818, 7.5918], [-4.6488, -18.9359, 8.5737], [-3.0137, -16.0305, 9.5621], [-1.8088, -17.0010, 10.4399], [-3.5093, -17.5369, 10.3947], [-1.5666, -19.2497, 5.0386], [-2.2145, -20.5937, 5.3623], [-3.3618, -20.8640, 4.0561], [-3.5597, -19.9406, 3.0562], [-4.4706, -20.2273, 2.0562], [-5.1786, -21.4271, 2.0574], [-5.0169, -22.3127, 3.1265], [-4.0910, -22.0436, 4.1162], [-1.0402, -21.8729, 5.0624], [-0.3487, -22.0660, 3.8673], [0.5840, -23.0726, 3.8182], [0.8093, -23.9003, 4.9364], [0.0701, -23.7122, 6.1029], [-0.8553, -22.6828, 6.1738], [-2.9711, -19.0217, 3.0661], [-4.6041, -19.5227, 1.2482], [-5.8804, -21.6647, 1.2706], [-5.5844, -23.2204, 3.1489], [-3.9391, -22.7369, 4.9131], [-0.5309, -21.4257, 3.0145], [1.1552, -23.2160, 2.9157], [1.5471, -24.6757, 4.8305], [0.2150, -24.3515, 6.9755], [-1.3984, -22.4628, 7.0925]],
  "mulliken_spin": [6.356, -0.002, 0.001, -0.062, 0.008, 0.002, 0.011, -0.009, -0.078, 0.016, -0.013, -0.011, 0.001, 0.000, -0.003, 0.001, 0.000, -0.002, 0.000, 0.000, 0.000, 0.000, -0.003, -0.009, -0.001, -0.003, -0.001, 0.000, 0.000, 0.000, 0.001, -0.001, -0.003, 0.000, -0.004, -0.055, -0.004, -0.004, -0.004, 0.000, -0.001, 0.000, -0.009, -0.006, 0.000, 0.002, 0.000, -0.001, 0.001, 0.001, -0.002, 0.001, 0.000, 0.000, 0.000, 0.000, 0.000, 0.000, 0.000, 0.000, 0.000, 0.000, -0.107, -0.005, 0.000, 0.001, 0.000, 0.000, 0.000, 0.000, 0.001, 0.000, 0.000, 0.000, 0.000, -0.001, 0.000, 0.000, 0.000, 0.000, 0.000, 0.000, 0.000, 0.000, 0.000, 0.000]
}


x) {
  "formula": "C34H41F4N2OP2STb",
  "method": "the ωB97M-V functional and the def2-TZVPD basis",
  "spin_multiplicity": 7,
  "charge": 2,
  "homo_ev": [-12.14, -12.14],
  "homo_lumo_gap_ev": [5.014, 6.310],
  "lumo_ev": [-7.124, -5.827],
  "species": ["Tb", "C", "C", "N", "C", "C", "C", "C", "N", "C", "C", "F", "C", "F", "C", "C", "F", "C", "F", "H", "H", "H", "H", "H", "H", "H", "H", "H", "H", "H", "H", "H", "H", "H", "C", "P", "C", "C", "C", "C", "C", "C", "C", "P", "C", "C", "H", "H", "H", "H", "H", "H", "H", "H", "H", "H", "H", "H", "H", "H", "H", "H", "O", "S", "C", "C", "C", "C", "C", "C", "C", "C", "C", "C", "C", "C", "H", "H", "H", "H", "H", "H", "H", "H", "H", "H"],
  "coordinates": [[2.0852, 0.8989, -0.8027], [-1.7467, 2.8758, -2.5409], [-2.1317, 2.3127, -1.1320], [-0.9176, 1.9613, -0.2335], [-1.5672, 1.2804, 0.9435], [-0.6486, 0.3334, 1.6259], [-0.2287, 3.2535, 0.0115], [0.9216, 3.2280, 1.0690], [2.1246, 2.5818, 0.5525], [3.3628, 3.1031, 0.8208], [4.3557, 2.9879, -0.1068], [4.0147, 2.3521, -1.3026], [5.6225, 3.5541, 0.0434], [6.4770, 3.4038, -0.9449], [5.9339, 4.1007, 1.2717], [4.9839, 4.0845, 2.2873], [5.2777, 4.6449, 3.4717], [3.7296, 3.6193, 2.0436], [2.8762, 3.6408, 3.0889], [-2.7095, 2.6281, -3.1611], [-0.8604, 2.4521, -3.0397], [-1.6859, 3.9496, -2.5586], [-2.5900, 1.3437, -1.3448], [-2.7960, 2.9318, -0.5824], [-2.4355, 0.7950, 0.5633], [-2.0287, 2.0474, 1.5316], [-0.5719, -0.5760, 1.1039], [-0.9818, 0.1583, 2.6775], [0.2514, 0.7881, 1.8872], [-0.9715, 4.0320, 0.2701], [0.2966, 3.5367, -0.9235], [0.5862, 2.9000, 2.0397], [1.0882, 4.3303, 1.1422], [6.9234, 4.5365, 1.3802], [4.7098, -1.9032, 1.4101], [4.3999, -0.9458, -0.1161], [6.0494, -0.3435, -0.4171], [4.1472, -2.3117, -1.2946], [5.2185, -2.9061, -1.9974], [4.9548, -4.0559, -2.7993], [3.6897, -4.6149, -2.8246], [2.6440, -4.0858, -2.0308], [2.8640, -2.8934, -1.3329], [1.5040, -2.0348, -0.5455], [1.1890, -3.0204, 1.0133], [-0.0206, -2.4398, -1.4965], [5.5029, -2.6250, 1.2248], [3.8195, -2.4283, 1.7164], [4.8929, -1.2074, 2.2581], [6.7820, -1.1153, -0.1147], [6.2664, 0.4331, 0.3160], [6.4064, 0.0057, -1.3732], [6.2151, -2.4829, -1.9130], [5.7775, -4.5976, -3.2339], [3.4710, -5.4928, -3.4359], [1.6574, -4.5304, -2.0289], [0.1462, -2.8498, 1.3533], [1.8348, -2.5938, 1.7872], [1.3554, -4.0967, 0.8645], [0.0869, -2.2922, -2.5867], [-0.7455, -1.8223, -0.9986], [-0.2585, -3.5009, -1.2893], [-0.0529, 1.1192, -0.9377], [-4.3893, -1.8122, -0.6038], [-5.3479, -2.2776, 0.8334], [-4.6199, -2.8417, 1.8707], [-5.3199, -3.4226, 2.9297], [-6.7379, -3.4011, 2.8750], [-7.4236, -2.6845, 1.8623], [-6.7220, -2.2178, 0.7646], [-4.8639, -0.1162, -0.8432], [-5.1172, 0.7234, 0.2477], [-5.5118, 2.0667, 0.0543], [-5.5902, 2.5271, -1.2388], [-5.3563, 1.6923, -2.3584], [-4.9704, 0.3466, -2.1712], [-3.5731, -2.8558, 1.8564], [-4.8318, -3.8902, 3.7552], [-7.2636, -4.0444, 3.6031], [-8.5282, -2.6105, 1.8701], [-7.2506, -1.8322, -0.0833], [-5.0436, 0.3226, 1.2230], [-5.7898, 2.7524, 0.9224], [-5.9169, 3.5628, -1.4108], [-5.5158, 1.9685, -3.3673], [-4.8631, -0.3931, -2.9203]],
  "mulliken_spin": [6.207, 0.001, 0.001, -0.035, -0.005, 0.004, 0.007, -0.006, -0.074, 0.022, -0.044, -0.014, 0.000, 0.000, -0.005, 0.002, 0.000, -0.002, 0.000, 0.000, 0.000, 0.000, -0.001, -0.001, 0.000, 0.000, -0.004, 0.001, 0.001, 0.001, 0.003, -0.002, -0.003, 0.000, -0.001, -0.027, -0.001, -0.003, 0.000, 0.000, 0.000, 0.001, -0.006, -0.020, -0.001, -0.002, -0.001, 0.001, 0.000, -0.001, 0.000, 0.000, 0.000, 0.000, 0.000, 0.000, 0.000, 0.000, 0.000, 0.000, 0.001, 0.000, 0.004, 0.000, 0.000, 0.000, 0.000, 0.000, 0.000, 0.000, 0.000, 0.000, 0.000, 0.000, 0.000, 0.000, 0.000, 0.000, 0.000, 0.000, 0.000, 0.000, 0.000, 0.000, 0.000, 0.000]
}


Which structure loses on stability? x) does.


w) {
  "formula": "CH3N2PS",
  "method": "the ωB97M-V functional and the def2-TZVPD basis",
  "spin_multiplicity": 1,
  "homo_ev": [-8.95, -7.54],
  "homo_lumo_gap_ev": [8.316, 5.120],
  "lumo_ev": [-0.639, -2.424],
  "species": ["C", "N", "N", "P", "S", "H", "H", "H"],
  "coordinates": [[1.1483, -0.5714, 0.3229], [0.1943, -0.7451, -0.6604], [-1.0037, -0.9693, -0.6008], [-2.2112, -1.4376, 0.2525], [2.8604, -1.2538, 0.0669], [1.2384, 0.4493, 0.3388], [0.6474, -0.8588, 1.2966], [-3.0037, -0.4584, -0.1180]],
  "lowdin_charge": [-0.667, -0.135, -0.429, 0.732, 0.594, 0.034, 0.088, -0.216]
}


x) {
  "formula": "CH3N2PS",
  "method": "the ωB97M-V functional and the def2-TZVPD basis",
  "spin_multiplicity": 1,
  "homo_ev": -8.67,
  "homo_lumo_gap_ev": 7.371,
  "lumo_ev": -1.296,
  "species": ["C", "N", "N", "P", "S", "H", "H", "H"],
  "coordinates": [[1.0642, -0.0832, -0.3749], [0.2490, 1.0549, -0.2147], [-0.9311, 1.0008, 0.0448], [-1.9914, -0.3190, 0.1110], [0.4663, -1.6777, 0.1880], [1.2884, 0.0061, -1.5484], [1.9372, 0.1135, 0.3083], [-2.0828, -0.0954, 1.4859]],
  "lowdin_charge": [-0.754, -0.145, -0.373, 0.802, 0.409, 0.127, 0.069, -0.137]
}


Which structure loses on stability? w) does.


w) {
  "formula": "H7O3",
  "method": "the ωB97M-V functional and the def2-TZVPD basis",
  "spin_multiplicity": 2,
  "charge": 2,
  "homo_ev": [-24.99, -21.54],
  "homo_lumo_gap_ev": [16.091, 3.384],
  "lumo_ev": [-8.899, -18.158],
  "species": ["O", "H", "H", "O", "H", "H", "O", "H", "H", "H"],
  "coordinates": [[-1.5388, 1.1122, 1.2663], [-2.0812, 1.9141, 1.4776], [-1.5903, 0.5169, 2.1292], [1.1373, -0.6665, -1.8784], [1.8522, -0.1799, -2.2821], [1.2151, -1.5290, -2.3868], [0.4451, -0.2946, 0.4612], [0.4171, -0.3878, -0.6093], [-0.1946, 0.5292, 0.7570], [0.3381, -1.0146, 1.0654]],
  "mulliken_spin": [0.579, -0.014, -0.017, 0.461, -0.012, -0.012, 0.031, -0.004, -0.011, -0.001]
}


x) {
  "formula": "H7O3",
  "method": "the ωB97M-V functional and the def2-TZVPD basis",
  "spin_multiplicity": 2,
  "charge": 2,
  "homo_ev": [-23.81, -23.03],
  "homo_lumo_gap_ev": [14.600, 4.623],
  "lumo_ev": [-9.215, -18.405],
  "species": ["O", "H", "H", "O", "H", "H", "O", "H", "H", "H"],
  "coordinates": [[-2.1176, 0.1201, -0.4236], [-2.6235, -0.5678, -0.9025], [-2.4381, -0.0957, 0.4521], [2.0491, 0.7747, 0.3944], [2.7596, 0.3332, 0.8241], [2.0803, 1.7301, 0.5152], [0.1042, -0.5717, -0.3604], [0.7773, 0.1370, -0.1280], [0.3801, -1.4185, 0.1282], [-0.9714, -0.4412, -0.4995]],
  "mulliken_spin": [0.072, -0.001, -0.001, 0.731, -0.016, -0.016, 0.253, -0.004, -0.007, -0.011]
}


Which structure loses on stability? w) does.